# 1
Entry from OMol25: a 10-piece molecular cluster, C54H127N7O10 overall at a distorted geometry (the ωB97M-V functional and the def2-TZVPD basis).

The geometry in XYZ format:
```
198
Properties=species:S:1:pos:R:3
C -17.52022 12.79792 -5.84207
C -18.24599 12.29482 -7.14096
C -18.38163 10.80404 -7.03407
O -17.13760 10.07785 -6.98621
C -16.99373 9.10435 -5.89519
N -19.56637 12.94872 -7.17467
H -16.49322 12.43533 -5.88575
H -17.97718 12.46762 -4.90923
H -17.45947 13.88584 -5.81296
H -17.67795 12.68857 -7.98380
H -18.93455 10.42649 -7.89420
H -19.02186 10.62734 -6.16978
H -17.90689 8.50951 -5.91555
H -17.03489 9.60099 -4.92578
H -16.06101 8.55307 -6.01446
H -20.13817 12.69431 -6.38193
H -20.20061 12.75379 -7.93613
C -21.12035 22.70843 -16.21966
C -21.35879 22.77693 -14.73584
C -22.80979 22.26482 -14.28602
O -22.96819 22.10023 -12.85269
C -22.80575 23.33183 -12.04985
N -20.34204 22.00808 -14.04572
H -21.93957 23.28164 -16.65372
H -21.25674 21.69054 -16.58487
H -20.19582 23.20609 -16.51239
H -21.31493 23.83549 -14.47963
H -22.92386 21.22010 -14.57525
H -23.59107 22.80479 -14.82095
H -22.88513 23.02441 -11.00711
H -23.60444 24.04515 -12.25323
H -21.85536 23.85690 -12.14552
H -20.77093 21.11822 -13.83526
H -20.25302 22.39183 -13.11572
C -15.88745 16.91384 -10.68252
C -17.29409 17.42622 -10.94823
C -17.91941 16.60484 -12.07705
O -19.21278 17.02521 -12.35437
C -19.87191 16.25696 -13.29890
N -18.08127 17.40615 -9.69094
H -15.47401 17.38288 -9.78968
H -15.18747 17.16811 -11.47843
H -15.93585 15.85212 -10.44063
H -17.22769 18.46472 -11.27259
H -18.05180 15.58980 -11.70252
H -17.26040 16.62763 -12.94497
H -20.73398 16.87932 -13.53892
H -20.12473 15.30209 -12.83803
H -19.30637 16.07438 -14.21264
H -17.94249 16.58475 -9.11984
H -18.99609 17.18034 -10.05452
C -9.72607 13.26960 -12.06974
C -8.69916 13.17951 -10.87510
C -8.72637 14.58108 -10.26735
C -8.01894 14.66601 -8.93082
C -8.63165 13.58397 -7.95388
C -8.59846 12.16188 -8.55430
N -9.08024 12.14940 -9.94372
O -9.10508 10.84790 -10.41271
C -7.18231 11.62338 -8.28364
C -9.66135 11.36908 -7.65077
C -7.26615 13.02692 -11.44335
H -9.33482 14.02843 -12.74739
H -10.70822 13.59305 -11.72499
H -9.98422 12.30889 -12.51528
H -8.28100 15.32631 -10.92642
H -9.71841 14.84860 -9.90347
H -7.97968 15.68970 -8.55852
H -7.01299 14.35702 -9.21487
H -9.62572 13.91338 -7.65153
H -7.95221 13.60486 -7.10181
H -6.46424 12.43333 -8.15536
H -7.13683 11.10831 -7.32409
H -6.76349 10.92745 -9.01053
H -9.28110 11.34753 -6.62947
H -10.69588 11.67404 -7.80837
H -9.63134 10.31142 -7.91261
H -6.88926 13.89633 -11.98203
H -7.16330 12.16773 -12.10615
H -6.60434 12.79824 -10.60800
H -10.05170 10.71148 -10.49571
C -23.66356 12.40318 -18.18156
C -22.93663 11.88941 -19.45656
C -22.48889 13.16074 -20.33261
C -21.38535 12.86195 -21.27412
C -20.19702 12.14940 -20.65555
C -20.53373 10.89315 -19.89882
N -21.74648 11.12533 -19.00801
O -22.07968 10.06396 -18.15878
C -20.82267 9.68080 -20.81162
C -19.33156 10.58380 -18.91852
C -23.88926 11.08299 -20.34580
H -22.98391 12.92358 -17.50676
H -24.24224 11.73865 -17.53997
H -24.44267 13.13478 -18.39569
H -23.35667 13.56614 -20.85291
H -22.05720 13.91633 -19.67622
H -21.00480 13.73452 -21.80507
H -21.81857 12.27349 -22.08290
H -19.54576 12.83074 -20.10805
H -19.59399 11.80685 -21.49645
H -21.61728 9.72630 -21.55636
H -20.00663 9.35154 -21.45487
H -21.16859 8.81627 -20.24503
H -19.56426 9.79666 -18.20134
H -18.36359 10.42689 -19.39446
H -18.98744 11.41179 -18.29876
H -24.78518 11.58835 -20.70642
H -24.26620 10.15711 -19.91132
H -23.42684 10.72402 -21.26525
H -22.41617 9.46096 -18.82569
C -25.61238 15.10067 -8.59337
C -25.98843 15.76765 -7.24114
C -27.32945 16.56107 -7.45881
C -28.63580 15.67855 -7.46458
C -28.67621 14.69747 -6.30757
C -27.36988 13.90170 -6.02340
N -26.15854 14.83371 -6.10196
O -24.96155 14.20423 -5.70915
C -27.41798 13.30538 -4.56221
C -27.12480 12.69553 -6.91563
C -24.98613 16.83966 -6.87554
H -25.04107 14.19312 -8.39826
H -25.08705 15.82741 -9.21302
H -26.44714 14.81526 -9.23355
H -27.46666 17.21171 -6.59513
H -27.18956 17.24562 -8.29542
H -28.60917 15.14629 -8.41542
H -29.53177 16.29916 -7.47796
H -29.48426 14.02998 -6.60691
H -28.87475 15.19189 -5.35666
H -27.45401 14.09265 -3.80922
H -28.31966 12.70753 -4.42936
H -26.54440 12.74145 -4.23520
H -27.06749 12.90252 -7.98426
H -26.19012 12.24828 -6.57734
H -27.95430 11.99675 -6.80726
H -24.98367 17.55649 -7.69667
H -23.99077 16.39855 -6.82274
H -25.17849 17.29975 -5.90631
H -24.88081 14.59250 -4.83489
C -12.27356 17.30559 0.09832
C -13.20723 18.52769 0.20009
C -12.46969 19.68708 1.00454
C -11.48052 20.64007 0.19868
C -12.15880 21.21778 -1.13793
C -12.74433 20.00590 -1.99679
N -13.57064 19.05311 -1.13715
O -14.37554 18.27328 -1.87158
C -13.68913 20.73134 -2.93550
C -11.67386 19.31589 -2.85011
C -14.47407 18.25159 1.01820
H -11.33222 17.61161 -0.35810
H -12.67821 16.57424 -0.60131
H -12.03773 16.88532 1.07600
H -13.26713 20.31573 1.40076
H -11.94583 19.30003 1.87853
H -10.51990 20.20999 -0.08477
H -11.35658 21.54577 0.79235
H -11.41244 21.72751 -1.74721
H -12.85054 22.05413 -1.03735
H -13.17148 21.57436 -3.39316
H -13.96134 20.06008 -3.75000
H -14.56342 21.12239 -2.41511
H -11.04967 20.01703 -3.40408
H -11.08755 18.80598 -2.08569
H -11.94934 18.59181 -3.61687
H -15.11698 17.61643 0.40883
H -15.09251 19.11378 1.26775
H -14.38772 17.73330 1.97320
H -15.20397 18.75834 -1.87482
C -15.97352 9.92350 -12.84211
C -15.59019 8.53335 -12.28535
O -14.65597 8.78076 -11.28973
H -16.91382 9.86643 -13.39044
H -15.14454 10.22105 -13.48426
H -16.20514 10.54100 -11.97427
H -14.99544 8.00065 -13.02738
H -16.45973 8.01577 -11.88027
H -15.08253 9.23840 -10.56157
C -17.03803 24.62978 -8.39760
C -17.43481 23.19074 -8.11285
O -18.32239 22.62207 -9.07668
H -17.85343 25.33291 -8.22782
H -16.54686 24.74930 -9.36330
H -16.30773 24.89917 -7.63457
H -17.91032 23.13772 -7.13347
H -16.49222 22.64956 -8.03078
H -18.19849 21.67235 -9.01127
C -12.87368 23.84732 -13.26712
C -13.95188 22.89885 -13.62815
O -15.04997 23.49853 -14.24089
H -13.31620 24.48540 -12.50219
H -12.50708 24.44202 -14.10381
H -12.00069 23.43358 -12.76232
H -14.22346 22.28683 -12.76805
H -13.64205 22.05251 -14.24119
H -15.85556 22.97849 -14.19412
```

Properties
Energy above the lowest of the compared OMol25 structures with the same formula, charge and spin   228.6 kJ/mol
Energy   -3268.8963 Eh
SMILES string   CC1(C)CCCC(C)(C)N1O.CC1(C)CCCC(C)(C)N1O.CC1(C)CCCC(C)(C)N1O.CC1(C)CCCC(C)(C)N1O.COC[C@H](C)N.COC[C@H](C)N.COC[C@H](C)N.CCO.CCO.CCO
HOMO-LUMO gap   8.219 eV
Maximum force   4.32 eV Å⁻¹
Lowest unoccupied orbital energy   0.30 eV
E_HOMO   -7.92 eV

# 2
Entry from OMol25: C5H8O2Yb as an isolated structure at a distorted geometry (the ωB97M-V functional and the def2-TZVPD basis).

The geometry in XYZ format:
```
16
Properties=species:S:1:pos:R:3
O -0.01499 0.26134 -0.25528
C -0.79234 -0.12832 0.68601
Yb -3.31368 0.49798 1.39347
O -0.31257 -1.11730 1.38450
C 0.95894 -1.67071 1.19925
C 1.62555 -2.08904 2.26398
H 2.58063 -2.59217 2.12350
H 1.31631 -1.71123 0.17317
H 1.20278 -2.02941 3.26689
H -0.68288 0.03434 -1.86780
C -0.20651 1.77596 -0.99241
H -0.97360 2.29050 -0.40386
H 0.82479 2.13912 -0.99503
C -0.67600 1.25464 -2.29318
H -1.62661 1.69632 -2.61667
H 0.09018 1.38798 -3.06654
```

Properties
Energy above the lowest of the compared OMol25 structures with the same formula, charge and spin   0.0 kJ/mol
Multiplicity   2
Energy   -1504.0430 Eh
HOMO-LUMO gap (alpha / beta)   6.201 / 8.686 eV
Maximum force   4.60 eV Å⁻¹
Lowest unoccupied orbital energy (alpha / beta)   -3.50 / -4.24 eV
E_HOMO (alpha / beta)   -9.70 / -12.93 eV
Net charge   +1

# 3
Entry from OMol25: C67H58NOP2S4ScTe as an isolated structure at a distorted geometry (the ωB97M-V functional and the def2-TZVPD basis).

The geometry in XYZ format:
```
135
Properties=species:S:1:pos:R:3
Sc 0.94406 -0.53891 -0.34502
S 3.13862 -0.12547 -1.95683
C 2.49726 -0.61540 -3.56076
C 3.34404 -1.50422 -4.21738
C 2.94053 -2.13338 -5.38310
C 1.68174 -1.87596 -5.90230
C 0.85261 -0.95792 -5.27744
C 1.24440 -0.31244 -4.10706
S 0.17554 0.90761 -3.39296
C -1.35194 -0.04814 -3.05810
C -1.03533 -1.46894 -2.72682
C -1.75761 -2.46736 -3.29515
C -1.41429 -3.81485 -2.98318
C -0.35047 -4.07110 -2.19994
C 0.44303 -2.99352 -1.66174
C 1.58418 -3.20769 -0.93956
S -0.33170 -1.67220 1.43289
C -1.62558 -0.54619 1.69193
C -2.51702 -0.95570 2.85621
C -4.70744 0.23750 2.41220
C -4.13297 1.37731 1.95739
C -2.85199 1.57958 1.35617
C -1.79251 0.69338 1.08726
S -0.63689 1.33832 -0.10821
N 0.03771 -1.68317 -1.91101
H 4.31586 -1.71826 -3.78903
H 3.61079 -2.82131 -5.88076
H 1.34691 -2.37651 -6.80188
H -0.12173 -0.73011 -5.69033
H -2.03339 0.02565 -3.90202
H -1.76987 0.47064 -2.19474
H -2.57879 -2.23442 -3.95791
H -2.00032 -4.62564 -3.39878
H -0.04878 -5.08269 -1.96078
H 2.20780 -2.39124 -0.59355
H 1.92900 -4.19470 -0.67481
H -2.20075 -1.96519 3.13337
H -5.72232 0.27793 2.78994
H -4.74328 2.27313 2.01025
H -2.69204 2.58121 0.96959
C -3.14923 1.67539 6.64416
C -2.20483 0.46205 6.52110
C -2.20795 -0.31529 7.84153
C -2.70347 -0.39638 5.34260
C -3.67937 -1.39171 5.57967
C -4.48608 -2.16013 4.69973
C -4.71664 -2.06170 3.36632
C -4.03580 -1.09453 2.44600
P -3.99034 -1.70856 0.60707
C -3.99376 -3.54151 0.66321
C -3.35179 -4.30849 1.63304
C -3.20579 -5.68143 1.47098
C -3.67833 -6.30858 0.32942
C -4.31140 -5.55476 -0.65157
C -4.46247 -4.18779 -0.48819
C -5.71798 -1.35091 0.09249
C -5.87500 -0.27332 -0.77914
C -7.12728 0.06009 -1.28142
C -8.23752 -0.68650 -0.91382
C -8.09197 -1.76659 -0.05293
C -6.84025 -2.09914 0.44515
C -2.23750 -0.12069 4.09070
O -1.25771 0.79937 3.88656
C -0.40772 1.12705 4.90747
C 0.85501 1.58662 4.50607
C 1.73675 1.97924 5.50205
C 1.35449 1.90000 6.83500
C 0.11013 1.40110 7.18991
C -0.80039 0.97910 6.22575
P 1.09922 1.56318 2.66219
C 0.93965 3.36535 2.32742
C 1.84970 4.12744 1.59709
C 1.58384 5.45855 1.28875
C 0.39710 6.04447 1.69851
C -0.52343 5.29125 2.41765
C -0.25611 3.96784 2.72668
C 2.92247 1.25020 2.59353
C 3.94703 2.10980 2.99331
C 5.26428 1.67033 3.03475
C 5.58383 0.36737 2.67450
C 4.58435 -0.48884 2.23855
C 3.26970 -0.04236 2.19627
H -4.16471 1.33443 6.85933
H -3.17245 2.23544 5.70690
H -2.82084 2.34469 7.44319
H -3.21977 -0.58554 8.13850
H -1.79886 0.29470 8.64521
H -1.60850 -1.22378 7.75741
H -3.87119 -1.61440 6.61929
H -5.08103 -2.91140 5.21295
H -5.47500 -2.70791 2.94027
H -2.96529 -3.84268 2.52979
H -2.71347 -6.26032 2.24272
H -3.54969 -7.37595 0.20056
H -4.67939 -6.03546 -1.55019
H -4.95247 -3.60785 -1.26240
H -4.99952 0.29870 -1.06665
H -7.23069 0.89438 -1.96392
H -9.21550 -0.43380 -1.30504
H -8.95741 -2.35506 0.22634
H -6.73378 -2.95866 1.09694
H 2.72789 2.33118 5.25130
H 2.03473 2.23318 7.60856
H -0.13828 1.34038 8.24099
H 2.78978 3.69748 1.27219
H 2.31322 6.03252 0.72930
H 0.18987 7.07988 1.45952
H -1.45613 5.74019 2.73625
H -0.98994 3.38605 3.27441
H 3.71557 3.12999 3.27225
H 6.04287 2.34756 3.36538
H 6.60552 0.01764 2.75299
H 4.82377 -1.50708 1.95696
H 2.48167 -0.74126 1.92140
C 7.15152 4.63203 -4.79354
C 6.08415 4.09506 -3.87781
C 6.40664 3.32993 -2.76597
C 5.42755 2.80207 -1.92992
C 5.85013 1.97551 -0.74082
C 4.08543 3.05829 -2.23608
Te 2.54129 2.05749 -1.17041
C 3.72723 3.86317 -3.32750
C 2.29858 4.20077 -3.68011
C 4.74410 4.36520 -4.12963
H 8.14606 4.36205 -4.44140
H 7.09089 5.71928 -4.86093
H 7.02632 4.23359 -5.80173
H 7.44912 3.12853 -2.54269
H 6.90081 2.14767 -0.50899
H 5.71797 0.90969 -0.93913
H 5.25334 2.21568 0.13967
H 1.66441 4.27979 -2.80000
H 1.86450 3.43218 -4.32391
H 2.25961 5.14937 -4.21457
H 4.47981 4.97780 -4.98599
```

Properties
Energy   -6022.1026 Eh
HOMO-LUMO gap (alpha / beta)   5.637 / 5.211 eV
Maximum force   1.60 eV Å⁻¹
Lowest unoccupied orbital energy (alpha / beta)   -0.75 / -0.75 eV
E_HOMO (alpha / beta)   -6.39 / -5.96 eV

What M values result from the calculations? In sequence: 1034.65 273.16 1255.98 u.